# 1
The following is a DFT calculation (the ωB97M-V functional and the def2-TZVPD basis) of C38H68IN2O12PS as an isolated structure in a non-equilibrium geometry.

```
123
Properties=species:S:1:pos:R:3:forces:R:3:mulliken_charge:R:1
C 2.00715 1.81787 0.22447 -0.2 -0.5 -0.1 1.011
O -6.28730 -0.57374 -5.02205 -0.1 -0.2 -0.1 -0.454
C 5.20124 -1.75729 1.20030 0.6 0.5 0.4 -0.753
O -2.70881 0.68921 -7.70799 0.1 0.1 0.0 -0.533
C -4.37186 -4.88664 -3.58777 -0.2 -0.1 0.1 -1.211
H -1.61997 0.42761 2.61456 0.0 0.1 0.1 0.415
H 5.54128 0.61443 5.55230 -0.2 -0.1 0.0 0.396
C 1.82789 2.28488 5.71602 -0.2 -0.2 -0.1 -0.184
H 1.44891 -3.02183 0.62814 0.3 -0.3 0.2 0.352
C 0.99734 1.83325 6.89086 0.0 0.0 0.0 0.808
H -5.42900 -5.17133 -6.89817 0.0 0.0 0.0 0.325
H 5.43303 -2.81582 1.28502 -0.2 -0.1 -0.1 0.595
H 6.68921 -1.45491 6.80257 -0.2 0.0 0.0 0.326
P 0.59975 -2.34687 -1.18875 0.5 -0.6 -0.9 1.101
H 6.36552 -3.11368 -0.73898 0.2 -0.1 -0.2 0.450
H 2.37068 2.18808 8.49429 0.1 0.1 -0.1 0.265
H 6.98636 -0.95235 0.30762 0.0 0.2 0.3 0.587
H 2.87743 2.03661 5.88084 0.0 0.2 0.0 -0.076
C -6.89721 -1.39626 -4.37607 0.0 0.0 0.0 0.754
O 7.79528 -0.79491 4.00357 0.0 0.0 0.0 -0.584
H 6.84595 4.95225 5.31420 0.1 0.0 0.1 0.377
H 3.02602 -1.31168 -0.51956 0.2 0.0 0.0 0.675
H -2.12779 -1.73594 4.09905 0.0 0.2 0.1 0.347
C 0.99967 -0.65646 -0.68100 -0.5 0.3 0.4 -0.082
H -4.05171 0.67090 -5.10638 0.0 0.0 -0.2 0.083
C -1.92616 -1.50609 -8.17647 0.1 0.2 0.1 -1.168
C -4.42688 -0.88902 -8.15017 0.0 0.2 0.0 -0.782
H -0.72387 -2.71254 4.57023 0.0 0.0 0.0 0.333
C -4.69728 -4.89473 -6.14221 -0.2 -0.1 -0.1 -0.787
H -8.94784 -2.01740 -4.44149 0.0 -0.1 0.1 0.365
H 6.33374 5.08002 7.93986 0.2 0.0 0.0 0.363
H 5.03463 -2.33406 -1.56371 -0.1 0.0 0.0 0.318
C 1.34017 2.43242 8.23162 -0.2 -0.2 0.1 -1.184
H -3.44140 -5.45284 -3.64416 0.1 0.2 -0.1 0.431
H -8.14846 -1.91378 -6.02078 0.0 0.0 0.0 0.295
C 6.10555 3.41596 6.61005 0.0 0.0 0.0 0.839
H -4.48570 -3.82711 -6.22639 0.2 0.0 0.0 -0.045
H 5.84130 0.75790 3.81432 0.0 0.0 0.0 0.030
O 0.67197 -1.60912 2.80625 -0.1 -0.1 -0.2 -0.551
O 0.09795 1.03071 6.77084 0.0 0.0 -0.1 -0.538
C -1.08263 -1.69776 4.40975 0.2 -0.3 0.1 -1.242
H 1.22361 3.51662 8.19654 0.2 0.0 0.0 0.334
C -0.59875 0.39029 3.00104 0.2 -0.1 -0.2 -0.337
O 0.81766 -2.57875 -2.61223 -0.1 0.0 -0.2 -0.738
C -1.97749 2.57967 -4.86914 0.1 0.2 0.3 -1.094
H -5.74041 -1.00373 -2.62633 0.0 0.0 0.0 0.167
H 6.15140 0.83248 -0.77482 0.0 0.1 -0.2 0.407
C 6.01994 -2.15723 -1.12916 0.0 -0.1 0.3 -1.742
C 6.84034 -0.88017 4.74191 0.0 0.0 -0.1 0.870
H -1.98222 -1.91413 -9.18689 -0.1 -0.1 0.1 0.353
H -1.36075 3.20957 -4.23032 0.0 0.0 0.0 0.328
O -3.68817 3.15023 -3.32226 0.1 0.0 -0.4 -0.528
H -1.13153 -2.28260 0.06313 -0.3 -0.1 0.0 0.286
H -5.24110 3.11043 -1.68001 -0.1 0.2 -0.1 0.240
N -0.11989 2.72621 0.09026 0.5 0.5 0.2 -0.396
N 2.27764 3.05455 0.64130 0.1 0.2 0.2 -0.709
H -4.89285 -5.15829 -2.67208 0.0 0.0 0.0 0.322
H 5.57160 -1.29944 2.11537 -0.1 0.0 0.2 -0.268
C 6.77229 -1.93076 5.82413 0.2 -0.1 -0.1 -1.247
C 5.95346 -1.13615 0.01952 -0.8 -0.6 -1.1 0.711
H 1.72817 3.36369 5.58328 0.2 0.0 0.1 0.374
H -7.42980 2.63570 -0.21873 0.0 0.2 0.0 0.302
C -5.25096 -5.20398 -4.77200 0.0 0.0 0.0 0.909
O -0.86524 -2.77802 -0.72555 0.3 0.5 0.4 -0.487
C -5.37170 2.61057 0.38946 0.1 0.1 0.0 0.869
C 6.44517 3.99505 7.96040 -0.2 -0.2 0.1 -1.217
C 5.66488 0.05574 4.62728 0.2 -0.1 -0.2 -0.821
H -1.55773 1.57289 -4.88894 0.0 0.0 -0.2 0.257
H -4.14596 -3.81876 -3.56465 0.2 0.0 -0.1 0.240
C 2.38803 -0.45397 -0.37527 -0.1 0.1 0.0 -0.383
H -7.77883 -3.26855 -4.93757 -0.1 0.0 0.2 0.262
H -5.34590 1.75985 -4.59282 0.0 0.0 0.0 0.344
H 4.52886 2.00064 0.18542 0.1 0.1 0.2 0.633
I -1.92211 0.32270 -1.01609 0.2 0.1 0.1 0.507
C 6.93728 3.87225 5.43843 -0.2 -0.2 -0.1 -1.060
H -5.08602 -0.04070 -7.98275 0.0 0.0 0.0 0.249
C 0.12593 0.38844 -0.56643 0.0 -0.2 -0.1 -0.664
H -4.58660 -1.27169 -9.15983 0.0 -0.1 0.1 0.451
H -3.78037 -5.46078 -6.31243 0.1 0.1 0.0 0.411
C 5.32184 0.16140 -0.55583 0.6 0.2 1.0 -1.354
H 7.67639 -2.53493 5.79902 0.0 0.0 0.0 0.348
O 5.20451 2.61843 6.47156 0.0 0.1 0.1 -0.502
H 6.67836 -1.82517 -1.92989 0.1 0.0 -0.1 0.386
H 4.58853 0.79364 1.43200 0.0 -0.2 0.1 0.018
H 5.77361 3.58413 8.71090 0.0 0.0 0.0 0.280
H -0.51427 1.03433 3.87726 -0.2 -0.1 0.1 0.258
C -0.24687 -1.03037 3.35363 0.1 0.0 0.0 0.797
H -3.69286 3.06568 -0.84633 0.1 0.0 0.0 -0.020
C -3.38422 2.54193 -4.32760 0.2 0.0 0.0 0.565
C -6.56049 -1.65366 -2.92629 0.2 0.2 -0.1 -0.892
H -7.42711 -1.44252 -2.29824 0.0 -0.2 0.0 0.408
C -4.37924 1.70842 -5.08508 -0.2 0.3 0.3 -0.624
H 4.12859 -1.59537 1.18260 -0.1 -0.2 -0.1 0.036
H 0.67345 2.02849 8.99027 0.0 0.0 0.0 0.335
C -6.83320 2.89050 0.65857 0.0 -0.2 0.2 -1.192
H 5.90814 -2.57703 5.66265 -0.1 0.1 0.1 0.318
H -1.97890 2.98600 -5.88112 0.0 -0.2 -0.1 0.351
H -0.99719 -1.13856 5.34388 -0.2 0.1 0.0 0.251
H 6.58934 3.38119 4.53245 0.0 0.0 0.0 0.203
C -4.73279 3.35350 -0.75235 -0.1 -0.2 0.6 -0.661
H -4.47866 2.07877 -6.10571 0.2 -0.2 -0.1 0.326
O 1.60209 -3.24354 -0.30584 -0.5 0.5 0.3 -0.578
S 0.89096 3.86062 0.62560 -0.2 -0.2 -0.1 0.110
C -2.99065 -0.45294 -7.98454 -0.1 0.0 0.0 0.887
H -4.66832 -1.66761 -7.42531 0.0 -0.1 -0.1 -0.039
H -2.06217 -2.31212 -7.45329 -0.1 -0.1 -0.1 0.273
C -8.01767 -2.20350 -4.98029 0.1 0.1 -0.2 -1.123
H -4.79283 4.42892 -0.57231 -0.1 0.0 -0.1 0.367
H -6.25731 -2.69259 -2.78711 -0.2 0.0 0.1 0.164
C 0.63410 1.64284 -0.09704 -0.8 -0.4 -0.4 -0.120
C 4.37253 0.93946 0.37570 -0.2 0.3 -0.9 -0.723
H -6.97319 3.94615 0.89526 -0.1 0.0 -0.1 0.336
H 7.98488 3.61468 5.60108 0.0 0.1 0.0 0.340
H 1.48378 1.78507 4.81341 0.0 0.0 0.0 -0.104
H -7.16895 2.29072 1.50218 0.0 0.0 0.0 0.319
H 4.75518 -0.51073 4.41487 0.0 0.0 0.1 0.388
C 2.90988 0.71956 0.06883 0.4 0.0 0.3 0.159
H 4.81674 -0.02848 -1.49947 -0.1 -0.1 -0.1 0.610
H -0.94517 -1.06098 -8.02789 0.0 0.0 0.0 0.329
H 7.47252 3.74297 8.22695 0.0 0.1 0.0 0.357
H 0.08552 0.74062 2.23248 0.0 0.0 0.0 -0.284
O -4.75247 1.81752 1.06485 0.0 -0.1 0.0 -0.534
O -6.35237 -5.68319 -4.63032 -0.1 0.1 0.0 -0.569
```
Forces are in eV/Å.

Summary:
highest occupied orbital energy	-8.70	eV
HOMO-LUMO gap	0.2896	hartree

=====

# 2
The following is a DFT calculation (the ωB97M-V functional and the def2-TZVPD basis) of a 3-piece molecular cluster, C38H69F17O9S2Si5 overall in a non-equilibrium geometry.

```
140
Properties=species:S:1:pos:R:3:forces:R:3:mulliken_charge:R:1
H -3.05053 -2.94457 -7.96252 -0.3 0.2 0.1 0.319
H 6.27323 5.77514 3.98716 0.0 0.0 0.0 -0.109
C 4.88357 12.14053 4.15754 0.2 -0.3 0.2 -1.033
C -10.76707 -0.58749 -1.14385 1.0 -2.4 0.9 0.616
H 8.17495 8.46554 6.59528 0.0 0.0 0.0 0.317
S -9.10934 1.17363 0.17552 0.3 -0.2 0.2 -0.189
O -8.21561 -3.22296 -2.30698 0.5 -0.3 0.8 -0.106
C -3.74130 -2.19625 -7.54038 0.1 -0.3 0.3 -1.058
H 9.02793 7.15720 3.48675 0.0 0.0 0.0 0.375
H -5.79588 -3.38967 -9.36115 -0.1 0.0 0.3 0.341
C -0.33613 -2.45795 -3.89026 0.2 1.0 1.4 0.308
H -2.52028 -6.28568 -4.08977 -0.3 0.4 -0.1 0.516
H 7.01914 0.59267 7.07293 0.0 0.0 0.0 0.280
C 7.48035 7.71297 6.21581 -0.2 0.3 -0.1 -0.865
F 1.50343 -1.14954 1.58067 -0.6 0.4 -0.6 -0.311
H 5.55548 6.89225 2.81796 0.0 -0.1 0.0 0.283
F -0.51576 -5.51763 2.23694 -0.2 -0.2 0.3 -0.312
H -12.46732 -2.34726 -3.55062 0.4 -0.1 0.1 0.401
C 7.81877 1.22395 6.67893 -0.1 0.0 -0.2 -1.062
C -4.11910 -4.73464 -3.67298 -0.9 -0.5 0.1 1.534
C -7.60775 -4.37200 -2.75386 0.6 0.2 0.7 0.254
C 7.50303 1.66437 1.88192 -0.1 0.1 0.2 -1.031
O -11.35485 -1.81403 -1.44802 1.4 -0.1 0.1 -0.458
C 8.49104 8.10291 3.38402 -0.2 0.2 0.0 -0.994
H 0.08617 -0.75773 -2.56456 -0.1 -0.2 -0.3 0.318
H 4.25923 1.86408 1.93117 0.0 0.0 0.0 0.395
H 4.14544 11.89326 4.92363 0.0 0.1 0.0 0.282
H 5.29386 3.19430 7.21687 0.0 0.1 0.0 0.308
H 3.33031 9.39924 3.22141 0.0 0.0 0.0 0.281
H 9.16641 8.91392 3.66610 0.0 0.0 0.0 0.284
H -10.06123 -1.55291 -3.04479 0.3 -0.5 0.1 0.433
Si 7.11245 2.61210 5.63758 0.3 0.2 0.4 0.366
C -1.93042 -3.88904 -4.87470 0.7 -0.8 0.7 -0.702
H -6.80185 -5.04504 -0.89279 0.4 0.2 -0.2 0.452
F 0.00032 -2.87074 0.01430 0.5 -0.3 -0.6 -0.223
C 5.80567 6.75591 3.87253 0.0 0.3 0.0 -0.475
H 8.51129 1.65691 2.30223 0.0 0.0 -0.1 0.292
F 2.64251 -3.25590 -0.56784 -0.5 -0.5 -0.1 -0.229
H -3.17613 -1.63748 -6.78078 -0.2 0.0 -0.2 0.268
H -1.63342 -1.04231 -2.80595 0.2 0.0 -0.3 0.239
H 6.11137 -1.11097 4.39873 0.0 0.0 0.0 0.316
H -9.95958 -4.43376 -2.20311 0.5 0.2 -0.1 0.474
O -7.97420 -4.84976 -3.75728 -1.0 -1.2 -2.2 -0.516
Si 6.25770 1.00716 3.11833 0.1 -0.3 -0.4 0.310
Si 5.50065 10.59519 3.30571 -0.2 0.3 -0.3 0.430
C -11.58664 -3.00368 -3.50492 -0.2 0.3 -0.2 -1.576
C -10.55534 -2.39489 -2.53858 -1.0 -0.3 0.0 0.588
H 3.52847 10.45437 1.81334 0.0 0.0 0.0 0.385
C 4.04462 9.75688 2.47621 0.2 -0.1 0.2 -1.008
H -7.27486 -2.46578 -5.51428 0.2 0.3 0.0 0.182
O 6.16235 2.00521 4.43119 0.0 0.0 0.0 -0.376
O -1.08959 -2.75546 -5.05015 -0.3 -0.1 0.0 -0.420
H -6.47415 -6.12122 -2.24216 0.0 0.4 -0.2 0.445
C -0.65817 -1.05663 -3.32020 -0.2 0.0 0.0 -1.138
F -1.74431 -5.43025 -1.91942 -0.1 0.5 0.5 -0.318
S -4.87468 -4.25915 -2.04711 0.0 0.3 0.1 -0.246
O -11.28113 0.37280 -1.53022 -1.6 3.0 -1.0 -0.469
O -5.26907 -4.72692 -4.56166 0.9 0.3 -0.2 -0.205
H 4.37367 8.90176 1.88152 -0.1 0.0 0.0 0.294
H -4.04361 -1.53573 -8.36854 0.1 -0.1 0.3 0.419
C 8.53347 3.60355 4.92011 -0.2 -0.1 -0.1 -0.834
F -2.32095 -7.18905 0.89248 0.1 -0.2 0.2 -0.319
O 6.21008 9.57928 4.39813 0.0 0.0 0.0 -0.522
H 7.97524 6.73979 6.25161 0.0 0.0 0.0 0.184
H 7.03944 10.23750 1.38991 0.0 0.0 0.0 0.293
F 2.06814 -4.59859 1.74721 0.1 -0.3 -0.6 -0.302
C -6.43034 -1.86667 -5.88709 0.7 -0.4 -0.2 -0.940
C -9.58583 -3.43499 -1.93500 -0.5 0.3 0.3 -0.861
H -7.98220 1.44559 -0.52448 -0.4 -0.4 0.1 0.137
H -0.66916 -0.28089 -4.09762 0.0 -0.3 0.1 0.331
C 3.12416 -2.40071 0.31901 -0.1 0.9 -0.7 0.689
H -2.20816 -4.31084 -5.84779 0.0 0.5 0.1 0.400
C -4.93058 -4.64500 -5.90903 -1.0 2.2 0.2 0.481
H 4.87743 6.76384 4.44875 0.0 -0.1 0.0 0.305
C -6.50239 -5.06389 -1.95562 -0.3 0.4 0.6 -0.768
H 0.75326 -2.49432 -4.04908 -0.3 -0.2 -0.5 0.439
H 9.20065 2.96327 4.33857 0.0 0.1 0.0 0.360
H 6.77126 -1.39238 2.77967 0.0 0.0 0.0 0.393
H -3.61052 -2.66794 -4.30406 -0.3 -0.5 0.1 0.358
H 8.15815 4.39199 4.26307 0.1 0.0 0.0 0.060
H 7.50663 1.04956 0.97931 0.0 0.0 0.0 0.398
H 8.48966 0.59561 6.08874 0.0 0.0 0.1 0.291
C -6.30806 -3.61053 -8.41397 0.2 -0.2 0.3 -1.264
H 8.22693 8.23057 2.33167 0.1 0.0 0.0 0.302
Si 6.96047 8.10951 4.46458 0.2 -0.4 0.0 0.466
H -4.49812 -7.05073 -1.86600 0.3 0.4 0.1 0.386
Si -5.31707 -3.01753 -6.89232 -0.8 0.4 -0.8 0.478
H -8.59738 -0.90197 -0.95109 -0.4 0.0 0.0 -0.023
F 0.02720 -5.61143 0.16270 -0.3 -0.1 -0.6 -0.298
F 1.07040 -3.42252 3.23059 -0.1 0.1 0.3 -0.307
H -2.69843 -3.30655 -2.96156 -0.1 -0.1 -0.3 0.437
H -4.17831 -6.79609 -4.32639 0.2 0.3 0.1 0.626
C 1.33694 -3.49268 1.91975 0.0 0.3 0.4 0.241
H -7.30131 -3.13858 -8.43486 0.3 -0.2 0.0 0.342
H -9.47998 -1.21556 0.53578 -0.2 0.2 -0.2 0.341
H -9.63994 -3.35994 -0.83636 0.0 0.1 -0.4 0.389
C 6.78552 -0.71446 3.63584 0.0 0.2 0.1 -1.018
F -2.83278 -4.74560 1.93595 0.0 -0.2 0.4 -0.329
C 6.72868 11.10018 1.98352 0.0 -0.2 0.2 -1.006
C 4.59658 0.88269 2.27193 0.0 0.2 0.3 -0.729
H 4.41539 12.81032 3.43370 0.0 0.0 0.0 0.302
H 3.84443 0.48063 2.95398 0.0 0.0 0.0 0.210
H 8.38456 1.62723 7.52148 0.0 0.0 0.0 0.382
H -3.23365 -7.97947 -2.60848 0.0 0.3 0.3 0.567
H 7.61998 11.54324 2.43359 0.0 0.0 -0.1 0.279
C -3.50958 -6.95039 -2.32119 0.1 -0.4 -0.7 -1.796
H -6.43610 -4.70215 -8.36375 -0.1 0.3 -0.1 0.344
C -3.53263 -6.18409 -3.68514 -0.3 -0.7 1.0 -1.318
F 3.07555 -2.12034 2.62824 0.4 -0.2 0.3 -0.279
C -9.44734 -0.55915 -0.34289 0.2 0.2 -0.1 -0.274
H 9.11823 4.06851 5.71691 0.0 0.0 0.0 0.418
O -4.45015 -5.52571 -6.52340 1.0 -2.0 -0.5 -0.514
H -1.30489 -4.65780 -4.38083 -0.3 0.1 -0.3 0.434
F -1.45967 -7.46326 -1.30492 0.1 -0.1 0.1 -0.368
C -2.81289 -6.19517 0.12449 1.1 0.4 0.3 0.588
H -0.54413 -3.15975 -3.06195 0.1 -0.1 -0.5 -0.263
C -0.04635 -3.50736 1.18975 -0.9 0.3 0.2 0.686
F -2.58229 -3.79205 0.06240 0.3 0.3 -0.9 -0.258
C -0.69565 -4.91740 1.05052 1.1 0.3 0.2 0.609
F -0.87717 -2.77181 1.95240 -0.2 0.1 0.4 -0.336
H 5.70657 12.67492 4.63697 0.0 0.0 0.0 0.283
H 6.61424 7.68176 6.88096 0.0 0.0 0.0 0.294
F -4.12562 -6.18324 0.34849 -0.5 0.1 -0.5 -0.311
C -3.12402 -3.58951 -3.94086 0.5 0.4 -0.1 -1.402
H 6.75650 4.13459 7.55007 0.0 0.0 0.0 0.290
H -11.19704 -3.06882 -4.53048 0.1 -0.2 0.4 0.324
H -6.78600 -1.06812 -6.55327 0.0 -0.1 0.3 0.442
H -5.83677 -1.44674 -5.06132 -0.5 0.0 -0.1 0.268
H -11.94741 -3.98754 -3.17623 0.3 0.2 0.0 0.387
C -2.22399 -4.87738 0.74112 -0.5 -0.3 0.7 0.612
C 6.12200 3.73684 6.75525 -0.2 -0.2 -0.3 -0.864
H 5.70811 4.57762 6.19385 0.0 0.0 0.1 0.166
H 6.28364 11.83443 1.30867 0.0 0.0 0.0 0.384
C 2.23142 -2.25459 1.59342 0.5 -0.6 0.6 0.891
F 4.35763 -2.75258 0.59624 0.5 -0.5 0.6 -0.263
H 4.66234 0.22286 1.40488 0.0 0.0 0.0 0.049
H 7.25975 2.69078 1.59748 0.0 0.0 0.0 0.279
H 7.79766 -0.70541 4.04664 0.0 -0.1 0.0 0.302
F 3.19164 -1.21232 -0.27693 -0.2 0.5 -0.1 -0.279
C -2.39918 -6.48440 -1.35927 -0.6 -0.8 -0.9 1.254
```
Forces are in eV/Å.

Summary:
SMILES	CCOCC[C@](CCC(F)(F)C(F)(F)C(F)(F)C(F)(F)C(F)(F)C(F)(F)C(F)(F)C(F)(F)F)(OC(=O)[Si](C)(C)C)SCC(=O)OC[C@@H](C)OC(=O)CS.C[Si](C)(C)O[Si](C)(C)C.C[Si](C)(C)O[Si](C)(C)C
highest occupied orbital energy	-9.30	eV
HOMO-LUMO gap	0.3526	hartree

=====

Values for E_LUMO, eV, ordered as above
-0.816, 0.293